(1)
Molecular formula: C16H16BiN3O5
Method: DFT, ωB97M-V/def2-TZVPD

## Properties
Net charge = +2
ΔE to the lowest compared entry with this formula, charge and spin = 6.7 kcal/mol
Orbital gap = 7.9 eV
Lowest unoccupied orbital energy = -7.26 eV

Each line ends with the Löwdin charge.
Positions of all 41 atoms, in Å:
Bi1 -0.448 0.007 -0.794  1.99
O1 1.752 0.065 -0.594  -0.24
C1 2.485 1.097 -0.497  -0.11
C2 2.088 2.444 -0.397  -0.12
C3 3.144 3.392 -0.410  0.08
C4 2.849 4.717 -0.357  -0.11
C5 1.527 5.170 -0.282  0.08
C6 0.487 4.272 -0.252  0.04
C7 0.735 2.896 -0.303  -0.30
O2 -0.297 2.072 -0.235  -0.32
N1 3.952 5.702 -0.377  -0.35
O3 5.076 5.258 -0.440  0.11
O4 3.638 6.868 -0.335  0.12
H1 3.559 0.895 -0.502  0.16
H2 4.178 3.076 -0.473  0.14
H3 1.347 6.237 -0.248  0.14
H4 -0.538 4.609 -0.189  0.14
O5 -2.808 -0.064 -0.213  -0.25
C8 -3.495 -1.287 -0.626  -0.20
C9 -3.598 -2.294 0.497  -0.14
C10 -2.279 -2.578 1.225  -0.13
C11 -1.196 -3.194 0.379  -0.26
C12 -1.100 -4.574 0.270  0.02
C13 -0.099 -5.147 -0.495  0.01
C14 0.808 -4.322 -1.144  -0.01
C15 0.662 -2.961 -1.004  -0.13
N2 -0.314 -2.400 -0.266  -0.07
H5 -3.317 0.424 0.448  0.13
H6 -2.902 -1.667 -1.462  0.11
H7 -4.472 -1.012 -1.018  0.14
H8 -4.006 -3.214 0.069  0.14
H9 -4.330 -1.952 1.233  0.13
H10 -2.484 -3.257 2.052  0.13
H11 -1.916 -1.659 1.682  0.07
H12 -1.810 -5.194 0.802  0.14
H13 -0.023 -6.223 -0.578  0.13
H14 1.613 -4.721 -1.745  0.13
H15 1.358 -2.285 -1.488  0.10
N3 0.076 0.282 2.731  0.26
C16 -0.205 0.077 1.639  -0.05
H16 0.303 0.446 3.699  0.15

(2)
Molecular formula: C16H16Br2F9N2O3SiTc
Method: DFT, ωB97M-V/def2-TZVPD

## Properties
Net charge = +1
ΔE to the lowest compared entry with this formula, charge and spin = 6.9 kcal/mol
2S+1 = 2
Orbital gap (spin up / spin down) = 6.7 / 6.9 eV
Lowest unoccupied orbital energy (spin up / spin down) = -5.74 / -5.32 eV
⟨S²⟩ = 0.928

Each line ends with the Löwdin charge.
Positions of all 50 atoms, in Å:
Tc1 -0.630 -1.102 -1.260  1.37
Br1 -0.538 -4.828 0.837  0.74
C1 0.161 -4.965 -0.904  -0.96
Br2 -0.386 -3.514 -2.121  0.76
H1 -0.225 -5.837 -1.413  0.01
H2 1.241 -4.919 -0.887  0.01
O1 0.115 -0.477 -2.948  -0.29
N1 0.155 0.822 -3.194  0.09
N2 -0.432 1.459 -2.298  -0.15
O2 -0.983 0.837 -1.288  -0.20
C2 -0.581 2.912 -2.341  -0.15
C3 -0.037 3.618 -3.401  0.00
C4 -0.199 4.991 -3.410  -0.05
C5 -0.889 5.625 -2.383  -0.05
C6 -1.421 4.888 -1.336  -0.04
C7 -1.269 3.510 -1.303  0.01
H3 0.495 3.112 -4.194  0.12
H4 0.217 5.568 -4.224  0.12
H5 -1.013 6.700 -2.402  0.12
H6 -1.956 5.382 -0.536  0.12
H7 -1.675 2.920 -0.496  0.11
F1 -2.939 0.161 2.892  0.21
C8 -2.111 -0.271 1.951  -0.57
F2 -1.154 -1.002 2.512  0.18
F3 -1.518 0.786 1.391  0.16
C9 -2.880 -1.110 0.879  -0.20
O3 -2.009 -1.617 -0.087  -0.29
C10 -3.538 -2.363 1.561  -0.58
F4 -4.089 -3.135 0.628  0.19
F5 -2.612 -3.084 2.195  0.12
F6 -4.466 -2.022 2.442  0.20
C11 -3.994 -0.265 0.166  -0.57
F7 -3.475 0.859 -0.341  0.16
F8 -4.976 0.064 0.986  0.21
F9 -4.492 -0.961 -0.853  0.19
C12 4.606 0.333 0.742  -0.18
Si1 3.483 -0.860 1.588  0.41
C13 2.899 -0.259 3.228  -0.18
C14 4.212 -2.548 1.695  -0.18
C15 1.954 -0.987 0.508  -0.09
C16 0.950 -1.052 -0.194  -0.25
H8 5.523 0.451 1.324  0.04
H9 4.138 1.315 0.640  0.04
H10 4.877 -0.024 -0.254  0.04
H11 3.746 -0.179 3.914  0.04
H12 2.175 -0.957 3.655  0.04
H13 2.425 0.723 3.155  0.04
H14 5.114 -2.519 2.314  0.04
H15 4.492 -2.932 0.711  0.04
H16 3.509 -3.247 2.154  0.04

(3)
Molecular formula: C16H16BrNO4Tc
Method: DFT, ωB97M-V/def2-TZVPD

## Properties
Net charge = +2
2S+1 = 2
Orbital gap (spin up / spin down) = 6.2 / 5.5 eV
Lowest unoccupied orbital energy (spin up / spin down) = -9.52 / -9.69 eV
⟨S²⟩ = 0.780

Each line ends with the Löwdin charge.
Positions of all 39 atoms, in Å:
Tc1 0.549 -0.213 -0.451  1.43
C1 0.341 -0.960 -3.730  -0.01
C2 0.759 -1.378 -2.353  -0.34
C3 2.069 -1.136 -1.889  -0.04
C4 2.447 -1.447 -0.574  -0.32
C5 3.806 -1.110 -0.051  -0.01
C6 1.477 -2.065 0.277  -0.09
C7 0.208 -2.479 -0.207  -0.30
C8 -0.738 -3.226 0.675  0.00
C9 -0.154 -2.072 -1.501  -0.07
H1 0.574 -1.765 -4.430  0.11
H2 0.874 -0.067 -4.053  0.10
H3 -0.729 -0.768 -3.781  0.09
H4 2.771 -0.615 -2.529  0.15
H5 4.459 -1.976 -0.184  0.11
H6 3.775 -0.875 1.012  0.09
H7 4.242 -0.271 -0.590  0.10
H8 1.747 -2.285 1.302  0.15
H9 -0.484 -4.288 0.633  0.11
H10 -1.769 -3.117 0.344  0.09
H11 -0.650 -2.907 1.713  0.10
H12 -1.155 -2.277 -1.859  0.15
O1 -2.705 2.422 -0.600  0.16
C10 -1.860 1.406 -0.646  -0.42
O2 -1.002 1.121 -1.453  0.08
C11 0.258 1.365 1.546  -0.54
O3 -1.116 2.414 3.188  0.00
O4 1.377 1.228 0.987  -0.06
Br1 1.459 3.260 3.276  1.21
C12 0.066 2.319 2.656  -0.60
C13 -1.739 3.623 2.634  0.00
C14 -2.484 3.489 1.564  0.05
C15 -2.880 2.231 0.878  -0.09
C16 -2.040 0.904 0.754  -0.11
N1 -0.704 0.555 1.156  0.05
H13 -1.498 4.516 3.191  0.15
H14 -2.928 4.395 1.162  0.16
H15 -3.927 2.013 1.087  0.18
H16 -2.695 0.039 0.846  0.17

(4)
Molecular formula: C16H16Cl2N4O3
Method: DFT, ωB97M-V/def2-TZVPD

## Properties
Net charge = 0
ΔE to the lowest compared entry with this formula, charge and spin = 0.0 kcal/mol
Orbital gap = 5.1 eV
SMILES string = N#CC1=C(C#N)C(=O)C(Cl)=C(Cl)C1=O.CCCNC(=O)[C@@H]1CCCN1
Lowest unoccupied orbital energy = -3.18 eV

Each line ends with the Löwdin charge.
Positions of all 41 atoms, in Å:
N1 -0.804 -4.049 2.888  0.22
C1 0.199 -3.445 2.894  -0.13
C2 1.419 -2.717 2.881  -0.08
C3 1.425 -1.362 2.715  -0.08
C4 0.222 -0.611 2.704  -0.15
N2 -0.758 0.030 2.724  0.25
C5 2.672 -0.612 2.528  -0.34
O1 2.663 0.505 2.004  0.12
C6 3.911 -1.332 2.924  -0.60
Cl1 5.314 -0.385 3.100  0.78
C7 3.919 -2.686 3.102  -0.60
Cl2 5.346 -3.548 3.436  0.79
C8 2.664 -3.492 3.023  -0.34
O2 2.637 -4.717 3.093  0.13
C9 -4.734 3.345 -2.766  -0.12
C10 -3.405 2.635 -2.569  -0.26
C11 -2.976 2.509 -1.104  -0.19
N3 -1.625 1.985 -0.936  0.06
C12 -1.373 0.708 -0.588  -0.45
O3 -2.235 -0.139 -0.392  0.05
C13 0.128 0.393 -0.437  -0.29
C14 1.039 0.711 -1.648  -0.11
C15 1.889 -0.557 -1.854  -0.14
C16 1.251 -1.658 -0.975  -0.21
N4 0.257 -0.990 -0.214  -0.04
H1 -4.953 3.386 -3.834  0.07
H2 -5.559 2.827 -2.269  0.08
H3 -4.689 4.372 -2.395  0.07
H4 -3.449 1.623 -2.992  0.11
H5 -2.622 3.185 -3.110  0.11
H6 -2.999 3.502 -0.635  0.12
H7 -3.643 1.839 -0.552  0.12
H8 -0.850 2.591 -1.178  0.14
H9 0.463 0.985 0.437  0.12
H10 0.426 0.928 -2.533  0.11
H11 1.658 1.585 -1.421  0.11
H12 1.901 -0.868 -2.903  0.11
H13 2.913 -0.377 -1.510  0.10
H14 0.826 -2.474 -1.584  0.12
H15 2.003 -2.115 -0.311  0.09
H16 -0.473 -1.512 0.259  0.12

(5)
Molecular formula: C16H16ClN3O3S2
Method: DFT, ωB97M-V/def2-TZVPD

## Properties
Net charge = 0
ΔE to the lowest compared entry with this formula, charge and spin = 6.9 kcal/mol
Orbital gap = 6.5 eV
SMILES string = O=C(CSc1ccsc1[N+](=O)[O-])N1CCN(c2ccc(Cl)cc2)CC1
Lowest unoccupied orbital energy = -1.27 eV

Each line ends with the Löwdin charge.
Positions of all 41 atoms, in Å:
O1 -1.597 0.675 2.675  0.06
C1 -1.443 0.829 1.500  -0.64
C2 -2.233 1.811 0.736  -0.35
S1 -1.652 3.400 1.386  1.01
C3 -2.767 4.254 0.376  -0.55
C4 -4.031 4.615 1.087  -0.14
C5 -4.731 5.528 0.302  -0.34
S2 -3.972 5.864 -1.270  1.07
C6 -2.668 4.741 -0.956  -0.48
N1 -1.670 4.426 -1.826  -0.45
O2 -1.815 4.794 -3.027  0.02
O3 -0.749 3.790 -1.551  0.10
N2 -0.620 -0.057 0.908  -0.01
C7 -0.280 -1.286 1.654  -0.12
C8 0.138 -2.393 0.723  -0.14
N3 1.311 -1.931 -0.109  -0.09
C9 2.364 -2.878 -0.213  -0.19
C10 2.017 -4.252 -0.484  -0.03
C11 3.002 -5.182 -0.801  -0.11
C12 4.314 -4.764 -1.106  -0.63
Cl1 5.558 -5.984 -1.526  0.58
C13 4.735 -3.438 -0.859  -0.11
C14 3.772 -2.473 -0.400  0.00
C15 1.412 -0.447 -0.399  -0.15
C16 0.077 0.233 -0.417  -0.09
H1 -3.295 1.607 1.069  0.12
H2 -2.188 1.647 -0.407  0.13
H3 -4.185 4.343 2.104  0.09
H4 -5.651 5.968 0.597  0.06
H5 0.549 -1.162 2.396  0.15
H6 -1.170 -1.700 2.101  0.12
H7 0.577 -3.179 1.294  0.10
H8 -0.581 -2.725 -0.018  0.12
H9 1.019 -4.681 -0.251  0.11
H10 2.571 -6.104 -0.909  0.07
H11 5.750 -3.147 -1.180  0.11
H12 4.175 -1.467 -0.247  0.09
H13 1.844 -0.331 -1.410  0.13
H14 2.226 -0.007 0.215  0.12
H15 0.198 1.358 -0.539  0.15
H16 -0.310 -0.296 -1.220  0.10

(6)
Molecular formula: C16H16FN5O2S
Method: DFT, ωB97M-V/def2-TZVPD

## Properties
Net charge = 0
ΔE to the lowest compared entry with this formula, charge and spin = 3.2 kcal/mol
Orbital gap = 8.7 eV
SMILES string = CCOC(=O)[C@H](CC)Sc1ncnc2c1nnn2-c1ccc(F)cc1
Lowest unoccupied orbital energy = -0.17 eV

Each line ends with the Löwdin charge.
Positions of all 41 atoms, in Å:
C1 -5.126 -3.112 -0.966  -0.06
C2 -3.905 -2.794 -0.114  -0.21
O1 -3.995 -1.492 0.467  -0.02
C3 -3.605 -0.469 -0.291  -0.60
O2 -3.242 -0.554 -1.434  0.10
C4 -3.808 0.844 0.451  -0.46
C5 -5.106 1.520 0.004  -0.27
C6 -6.333 0.743 0.463  -0.08
S1 -2.416 1.968 0.060  1.09
C7 -1.104 0.875 0.284  -0.51
N1 -1.375 -0.360 0.690  0.08
C8 -0.392 -1.237 0.834  -0.17
N2 0.894 -1.055 0.627  0.15
C9 1.187 0.186 0.236  -0.20
C10 0.235 1.219 0.048  -0.21
N3 0.907 2.331 -0.345  0.09
N4 2.139 2.060 -0.406  0.07
N5 2.374 0.773 -0.068  0.01
C11 3.667 0.240 -0.059  -0.18
C12 3.874 -1.090 0.292  0.00
C13 5.159 -1.599 0.296  0.00
C14 6.212 -0.770 -0.051  -0.28
F1 7.464 -1.267 -0.045  0.06
C15 6.018 0.556 -0.403  0.00
C16 4.734 1.064 -0.407  -0.01
H1 -5.047 -4.124 -1.351  0.08
H2 -6.033 -3.029 -0.372  0.08
H3 -5.183 -2.422 -1.804  0.08
H4 -3.827 -3.478 0.734  0.12
H5 -2.996 -2.845 -0.722  0.12
H6 -3.806 0.658 1.527  0.12
H7 -5.097 1.602 -1.085  0.12
H8 -5.132 2.529 0.419  0.11
H9 -6.344 -0.255 0.033  0.07
H10 -6.343 0.648 1.547  0.08
H11 -7.237 1.261 0.153  0.08
H12 -0.690 -2.222 1.164  0.12
H13 3.033 -1.710 0.557  0.09
H14 5.351 -2.625 0.564  0.12
H15 6.863 1.170 -0.667  0.12
H16 4.540 2.089 -0.675  0.11

(7)
Molecular formula: C16H16N2O2
Method: DFT, ωB97M-V/def2-TZVPD

## Properties
Net charge = 0
ΔE to the lowest compared entry with this formula, charge and spin = 59.1 kcal/mol
Orbital gap = 8.6 eV
SMILES string = COc1ccc([C@@H](C#N)Nc2ccccc2OC)cc1
Lowest unoccupied orbital energy = 0.69 eV

Each line ends with the Löwdin charge.
Positions of all 36 atoms, in Å:
C1 -4.823 -1.406 1.360  -0.09
O1 -4.432 -0.838 0.134  -0.09
C2 -3.250 -0.165 0.076  -0.28
C3 -2.925 0.386 -1.165  0.00
C4 -1.746 1.078 -1.335  -0.03
C5 -0.863 1.235 -0.274  -0.21
C6 0.441 1.995 -0.471  -0.27
C7 0.140 3.407 -0.349  -0.17
N1 -0.103 4.518 -0.229  0.17
N2 1.455 1.642 0.502  0.06
C8 2.378 0.623 0.354  -0.18
C9 3.547 0.681 1.110  -0.03
C10 4.482 -0.337 1.082  -0.10
C11 4.266 -1.439 0.280  -0.10
C12 3.111 -1.518 -0.484  -0.03
C13 2.163 -0.509 -0.458  -0.19
O2 1.000 -0.542 -1.194  -0.12
C14 0.632 -1.742 -1.820  -0.07
C15 -1.191 0.702 0.960  -0.02
C16 -2.372 0.001 1.140  -0.01
H1 -4.942 -0.644 2.137  0.10
H2 -4.109 -2.163 1.699  0.09
H3 -5.786 -1.879 1.172  0.09
H4 -3.617 0.253 -1.982  0.12
H5 -1.505 1.496 -2.302  0.12
H6 0.800 1.821 -1.497  0.16
H7 1.784 2.412 1.066  0.13
H8 3.712 1.546 1.738  0.11
H9 5.375 -0.261 1.683  0.10
H10 4.986 -2.242 0.241  0.10
H11 2.956 -2.386 -1.106  0.10
H12 -0.375 -1.572 -2.201  0.09
H13 0.614 -2.578 -1.113  0.10
H14 1.298 -1.987 -2.655  0.10
H15 -0.510 0.819 1.790  0.12
H16 -2.592 -0.408 2.113  0.10

(8)
Molecular formula: C16H16N2O2S
Method: DFT, ωB97M-V/def2-TZVPD

## Properties
Net charge = 0
ΔE to the lowest compared entry with this formula, charge and spin = 47.9 kcal/mol
Orbital gap = 9.2 eV
SMILES string = Cc1cccc(CSC2=NCCN2C(=O)c2ccco2)c1
Lowest unoccupied orbital energy = 0.69 eV

Each line ends with the Löwdin charge.
Positions of all 37 atoms, in Å:
C1 -0.847 2.032 -2.639  -0.05
C2 -0.662 2.004 -1.154  -0.27
C3 -1.737 2.256 -0.310  -0.05
C4 -1.586 2.185 1.062  -0.08
C5 -0.364 1.843 1.612  -0.06
C6 0.723 1.591 0.786  -0.30
C7 2.009 1.108 1.366  -0.36
S1 1.851 -0.710 1.658  1.02
C8 1.806 -1.166 -0.042  -0.62
N1 2.849 -1.063 -0.751  0.05
C9 2.528 -1.383 -2.121  -0.17
C10 1.003 -1.603 -2.143  -0.09
N2 0.651 -1.541 -0.723  0.01
C11 -0.678 -1.437 -0.372  -0.38
O1 -1.523 -1.208 -1.216  0.10
C12 -1.015 -1.686 1.029  -0.23
C13 -2.083 -1.223 1.756  0.01
C14 -1.976 -1.820 3.028  -0.04
C15 -0.867 -2.615 2.975  -0.11
O2 -0.284 -2.543 1.777  -0.02
C16 0.565 1.683 -0.592  -0.01
H1 -1.379 1.131 -2.948  0.08
H2 -1.444 2.891 -2.939  0.08
H3 0.109 2.069 -3.156  0.08
H4 -2.698 2.501 -0.736  0.11
H5 -2.427 2.388 1.709  0.11
H6 -0.251 1.759 2.683  0.12
H7 2.205 1.525 2.352  0.08
H8 2.865 1.255 0.710  0.08
H9 2.854 -0.561 -2.762  0.11
H10 3.085 -2.277 -2.409  0.11
H11 0.711 -2.574 -2.545  0.13
H12 0.465 -0.822 -2.687  0.11
H13 -2.826 -0.536 1.410  0.12
H14 -2.632 -1.685 3.863  0.10
H15 -0.415 -3.260 3.702  0.13
H16 1.415 1.493 -1.234  0.12

- Which value of net charge does entry 2 give?
  +1